{"formula": "C17H25GeN7OReSSe", "method": "wB97M-V/def2-TZVPD", "de_lowest_kcal_mol": 10.69, "gap_ev": [6.13, 6.32], "homo_energy_ev": [-14.50, -14.62], "multiplicity": 2, "total_charge": 2, "total_energy_ha": -6075.61232, "elements": ["Re", "C", "C", "N", "N", "C", "N", "S", "C", "C", "C", "C", "C", "N", "H", "H", "H", "H", "H", "H", "H", "H", "H", "N", "C", "O", "C", "C", "N", "C", "N", "H", "H", "C", "Ge", "C", "C", "C", "Se", "C", "H", "H", "H", "H", "H", "H", "H", "H", "H", "H", "H", "H", "H", "H"], "coordinates": [[0.649, 0.540, 0.270], [1.318, 4.784, 1.186], [1.350, 3.378, 0.715], [0.443, 2.499, 0.961], [-0.541, 2.778, 1.899], [-0.678, 1.780, 2.704], [-1.488, 1.807, 3.760], [0.219, 0.220, 2.416], [2.538, 2.791, 0.064], [3.616, 3.533, -0.359], [4.751, 2.876, -0.828], [4.770, 1.494, -0.843], [3.648, 0.804, -0.421], [2.554, 1.429, 0.028], [0.340, 5.026, 1.588], [1.549, 5.458, 0.360], [2.073, 4.939, 1.960], [-1.974, 2.658, 3.997], [-1.581, 1.013, 4.369], [3.579, 4.612, -0.316], [5.608, 3.443, -1.166], [5.636, 0.943, -1.181], [3.624, -0.276, -0.430], [-3.343, 0.481, -1.017], [-2.048, 0.604, -1.258], [-1.239, 0.467, -0.232], [-1.525, 0.862, -2.535], [-0.140, 0.913, -2.463], [0.938, 0.879, -2.031], [-2.346, 1.022, -3.677], [-3.097, 1.129, -4.540], [-3.671, 0.298, -0.083], [-4.013, 0.581, -1.766], [-2.081, -5.136, 0.913], [-1.659, -3.305, 0.426], [-2.081, -2.964, -1.448], [-2.586, -2.053, 1.610], [0.306, -3.156, 0.780], [1.462, -1.847, -0.083], [1.317, -2.317, -1.962], [-3.153, -5.308, 0.824], [-1.787, -5.344, 1.942], [-1.569, -5.840, 0.257], [-3.157, -3.072, -1.589], [-1.593, -3.694, -2.094], [-1.802, -1.963, -1.779], [-3.663, -2.146, 1.456], [-2.289, -1.019, 1.436], [-2.380, -2.304, 2.651], [0.793, -4.106, 0.553], [0.468, -2.975, 1.845], [0.310, -2.149, -2.326], [1.594, -3.365, -2.045], [2.030, -1.697, -2.498]], "lowdin_charge": [1.11, 0.02, -0.21, -0.16, 0.05, -0.70, 0.14, 0.73, -0.19, 0.05, 0.03, 0.01, -0.09, -0.09, 0.09, 0.11, 0.12, 0.13, 0.11, 0.13, 0.14, 0.13, 0.07, 0.26, -0.43, -0.26, -0.17, -0.12, 0.11, -0.18, 0.20, 0.13, 0.14, -0.20, 0.78, -0.20, -0.22, -0.53, 0.90, -0.31, 0.04, 0.03, 0.03, 0.04, 0.04, -0.01, 0.03, -0.04, 0.03, 0.03, 0.02, 0.01, 0.05, 0.03]}